{
  "formula": "C7H17NO5P",
  "method": "the ωB97M-V functional and the def2-TZVPD basis",
  "total_energy_ev": -28553.958,
  "gap_ev": 8.031,
  "charge": -1,
  "lumo_energy_ha": 0.116,
  "mol_weight_g_mol": 226.189,
  "elements": ["C", "C", "C", "C", "C", "C", "C", "N", "O", "O", "O", "O", "O", "P", "H", "H", "H", "H", "H", "H", "H", "H", "H", "H", "H", "H", "H", "H", "H", "H", "H"],
  "positions_angstrom": [[0.0678, 1.9997, -1.0699], [1.0386, 1.9634, 1.2614], [1.4813, -0.4895, -0.4968], [2.1190, -1.7243, 0.1367], [-1.3887, 1.5405, 0.9242], [-1.6542, -1.9940, 0.4184], [0.0132, 1.3229, 0.2991], [0.2201, -0.1195, 0.1403], [-2.0033, -0.3543, -1.8372], [-0.2798, -2.2903, -2.0011], [-2.4910, -2.6463, -0.6126], [1.3656, -2.8956, 0.0525], [-2.4536, 1.5518, 0.0343], [-1.3653, -1.5741, -1.2694], [-0.5095, 1.4055, -1.7719], [-0.3656, 2.9955, -1.0093], [1.0897, 2.0824, -1.4348], [0.8894, 3.0412, 1.2973], [0.9157, 1.5613, 2.2666], [2.0612, 1.7769, 0.9398], [1.2790, -0.6915, -1.5508], [2.2308, 0.3140, -0.4418], [3.1054, -1.8768, -0.3441], [2.3040, -1.5332, 1.2077], [-1.4036, 2.5210, 1.4199], [-1.5305, 0.7744, 1.7098], [-1.0560, -2.7224, 0.9515], [-2.2681, -1.3683, 1.0572], [0.1708, -0.5620, 1.0549], [0.7682, -2.8100, -0.7321], [-2.3506, 0.8014, -0.5996]]
}